1.
Computed, not measured: C16H25IN4OPdSi2 as an isolated structure in a non-equilibrium geometry, with ωB97M-V with the def2-TZVPD basis set.

Structure (XYZ):
```
50
Properties=species:S:1:pos:R:3:forces:R:3
Pd 0.40866 -0.14047 0.47939 0.07 0.08 0.25
C 4.53149 2.56551 -0.24501 0.00 0.13 -0.04
Si 3.38948 1.10409 -0.00996 -0.03 -0.14 -0.14
C 3.57507 -0.02481 -1.49514 0.12 -0.02 0.00
C 3.95426 0.18789 1.52362 0.11 -0.01 -0.03
N 1.72987 1.50958 0.15735 -0.11 0.61 0.20
C 1.18424 2.72704 0.31789 0.36 -0.35 -0.35
C 1.47978 3.93624 -0.23544 0.09 0.18 -0.11
C 0.70281 5.14150 -0.08358 0.00 -0.34 -0.02
C -0.64453 5.21332 0.04554 -0.04 0.16 0.07
C -1.51882 4.06321 0.07904 0.01 0.13 -0.10
C -1.07794 2.89783 0.54715 -0.05 -0.34 0.15
N -1.65777 1.61714 0.65060 0.77 0.57 0.45
Si -3.29599 1.09436 0.20103 -0.25 -0.12 -0.05
C -4.49483 2.06734 1.23063 -0.05 0.03 0.04
C -3.48579 1.42592 -1.61364 0.07 0.01 -0.07
C -3.37692 -0.71986 0.58678 -0.04 -0.05 0.02
H 5.56843 2.22142 -0.28517 -0.01 -0.02 0.03
H 4.44234 3.28125 0.57550 0.00 0.00 -0.03
H 4.32353 3.09301 -1.17874 0.05 -0.01 0.03
H 4.59670 -0.41190 -1.55607 -0.03 -0.01 -0.04
H 3.36337 0.52525 -2.41551 -0.01 -0.03 0.01
H 2.89674 -0.87975 -1.44883 -0.02 -0.02 0.02
H 4.99451 -0.13834 1.42995 -0.02 0.00 0.03
H 3.33540 -0.69385 1.70146 -0.02 -0.02 0.03
H 3.87798 0.83727 2.39916 -0.02 -0.03 0.00
H 2.35619 3.98909 -0.86731 -0.02 0.00 0.04
H 1.23981 6.07734 -0.19789 -0.02 0.02 -0.03
H -1.11003 6.19187 0.03822 -0.02 -0.03 -0.01
H -2.52167 4.13192 -0.32392 0.00 0.02 0.01
H -4.36681 3.14157 1.08731 -0.01 0.00 0.00
H -4.34433 1.85096 2.29039 -0.01 0.01 -0.01
H -5.52534 1.81152 0.97288 0.01 0.01 0.01
H -3.31022 2.47661 -1.84984 -0.01 -0.02 -0.02
H -4.48772 1.16360 -1.96016 0.00 -0.01 0.02
H -2.76148 0.83239 -2.17632 -0.02 0.02 -0.01
H -3.19099 -0.90406 1.64646 0.01 -0.02 -0.01
H -2.64835 -1.28578 0.00250 -0.01 0.00 0.01
H -4.37541 -1.09512 0.34683 0.02 -0.01 0.01
O 0.11207 2.77044 1.24169 -0.06 0.62 0.07
C -0.77085 0.88904 1.39209 -0.84 -1.10 -0.37
I -0.99620 -5.58931 -2.46184 0.02 0.09 0.09
C -0.56378 -4.16341 -1.03474 -0.07 -0.08 -0.16
C -0.69202 -4.28583 0.32811 0.05 0.00 0.00
N -0.28577 -3.11573 0.85040 -0.05 -0.01 0.04
N 0.08497 -2.23755 -0.09209 0.02 0.05 -0.04
C -0.08024 -2.86308 -1.24831 0.03 -0.02 0.02
H -1.02568 -5.10593 0.94002 0.01 0.02 0.01
H -0.26869 -2.82951 1.81511 0.02 0.01 0.00
H 0.15797 -2.37003 -2.17588 0.01 0.01 0.01
```
Forces are in eV/Å.

Results
Calculated total energy (a.u.): -1923.43233
Energy above the lowest of the compared OMol25 structures with the same formula, charge and spin (eV): 3.712
Net charge: 0
Gap between HOMO and LUMO (eV): 6.593
Lowest unoccupied orbital energy (eV): 0.1

2.
Computed, not measured: a 3-piece molecular cluster, C21H48N5O2 overall, with ωB97M-V with the def2-TZVPD basis set.

Structure (XYZ):
```
76
Properties=species:S:1:pos:R:3:forces:R:3
C 1.42624 -2.01742 -1.62170 0.16 -0.07 0.05
C -0.02221 -1.62146 -1.56297 -0.72 -0.32 -0.24
O -0.90919 -2.42108 -1.69824 0.34 0.20 0.20
N -0.36478 -0.21844 -1.36474 0.83 0.16 0.13
C 0.65998 0.69137 -1.91399 -0.13 -0.08 -0.04
C -0.83156 0.06635 -0.00627 -0.40 -0.44 -0.09
C -2.09529 -0.78655 0.29894 0.13 0.04 -0.38
C -1.94769 -1.98493 1.22588 -0.48 -0.65 -0.03
O -2.55461 -3.00035 1.00298 0.30 0.50 0.09
C 0.24167 -0.03940 1.07703 0.34 0.17 0.25
N -0.28114 0.42309 2.35879 0.02 0.25 -0.21
C -0.52346 1.86758 2.28791 0.09 -0.55 0.03
C -1.63627 2.10804 1.29162 -0.02 0.54 0.38
N -1.29412 1.51808 -0.05026 -0.54 -0.01 0.44
H 2.07693 -1.38256 -1.01587 -0.06 -0.02 -0.13
H 1.76704 -1.98694 -2.66024 0.05 0.01 0.08
H 1.50207 -3.05209 -1.28122 -0.03 0.11 -0.11
H 0.20633 1.65902 -2.14771 0.14 -0.04 -0.02
H 0.99050 0.29805 -2.87655 -0.08 0.03 0.13
H 1.54673 0.82981 -1.28837 -0.05 0.07 -0.01
H -2.45887 -1.19578 -0.64642 -0.03 0.15 0.14
H -2.89398 -0.16243 0.70854 0.09 -0.05 0.17
H -1.33595 -1.89342 2.13494 0.10 0.13 -0.02
H 0.56342 -1.08213 1.16006 -0.14 0.08 -0.08
H 1.13419 0.54275 0.79265 -0.08 -0.06 -0.15
H 0.39699 0.22604 3.08549 -0.11 -0.05 0.05
H 0.39149 2.40418 1.99447 -0.11 0.19 0.04
H -0.85910 2.22801 3.26287 0.11 0.06 -0.14
H -1.79299 3.18013 1.14326 -0.02 -0.15 -0.08
H -2.56396 1.67094 1.65835 0.08 -0.10 -0.20
H -0.59371 2.11570 -0.48882 0.08 -0.10 -0.06
H -2.13655 1.53512 -0.63064 0.16 0.07 -0.22
C 2.27732 -9.21935 -1.14917 -0.02 0.00 0.02
C 1.38917 -8.06573 -1.58932 -0.01 -0.07 0.01
N 2.10755 -7.05936 -2.35230 0.02 0.05 0.02
C 1.38022 -5.81615 -2.50208 -0.07 0.16 0.05
C 0.06055 -5.82538 -3.28232 0.01 0.08 -0.04
C 2.79933 -7.54486 -3.53615 0.09 -0.08 -0.08
C 1.97634 -8.29227 -4.59121 0.03 0.03 -0.04
H 3.16299 -8.84802 -0.63228 0.01 0.01 -0.01
H 1.72847 -9.86823 -0.46624 0.00 -0.01 -0.01
H 2.60197 -9.83259 -1.99012 0.00 0.00 -0.01
H 0.99021 -7.57179 -0.69881 -0.02 0.04 -0.02
H 0.52048 -8.47110 -2.13091 0.00 0.00 0.01
H 2.05647 -5.08366 -2.95684 0.03 -0.05 -0.03
H 1.17112 -5.44477 -1.49069 -0.02 -0.06 0.02
H 0.21967 -5.95164 -4.35247 0.00 -0.05 0.01
H -0.45783 -4.87444 -3.13807 0.00 -0.01 0.02
H -0.60723 -6.61480 -2.93776 0.01 -0.02 0.01
H 3.60783 -8.20133 -3.20601 -0.03 -0.01 0.03
H 3.29604 -6.68959 -4.00147 -0.04 0.03 0.01
H 1.36022 -9.07427 -4.14583 0.01 -0.01 0.01
H 2.64839 -8.77472 -5.30290 0.00 0.00 0.00
H 1.32430 -7.62927 -5.15807 -0.04 -0.01 0.04
C -0.72156 5.82287 0.77314 -0.08 -0.14 -0.07
C -1.55476 6.49716 1.85400 0.01 0.01 -0.03
N -0.77487 6.82408 3.02884 0.01 -0.09 0.04
C -1.58691 7.16169 4.18900 -0.09 -0.01 0.11
C -2.47438 8.40721 4.11071 0.02 0.00 0.05
C 0.38940 7.66744 2.79268 0.12 0.07 -0.06
C 0.16908 9.01544 2.09848 0.04 0.01 0.04
H -0.16779 4.97780 1.19558 0.06 0.04 0.02
H -1.37442 5.45640 -0.02466 0.00 0.04 -0.02
H -0.00389 6.50011 0.31228 0.02 0.01 0.02
H -2.34389 5.80852 2.17441 -0.03 0.03 0.03
H -2.06942 7.36376 1.41208 0.00 -0.01 -0.01
H -0.91867 7.24991 5.04852 0.04 0.01 -0.02
H -2.22554 6.29652 4.39749 0.00 -0.01 -0.05
H -1.89376 9.32738 4.14406 0.00 0.00 -0.04
H -3.15427 8.42363 4.96378 0.00 -0.01 0.00
H -3.08513 8.41874 3.20714 0.00 0.00 -0.01
H 1.10946 7.09290 2.20300 -0.03 -0.02 -0.02
H 0.87533 7.82925 3.75669 -0.05 0.00 0.03
H -0.43150 8.91659 1.19271 0.00 -0.01 -0.01
H 1.13225 9.43498 1.80423 0.00 0.00 0.01
H -0.31648 9.74171 2.74707 -0.05 -0.01 -0.02
```
Forces are in eV/Å.

Results
Calculated total energy (a.u.): -1252.90609
Net charge: +1
Gap between HOMO and LUMO (eV): 6.663
Lowest unoccupied orbital energy (eV): -2.9

3.
Computed, not measured: a 2-piece molecular cluster, CHCl2FS2 overall in a non-equilibrium geometry, with ωB97M-V with the def2-TZVPD basis set.

Structure (XYZ):
```
7
Properties=species:S:1:pos:R:3:forces:R:3
C -1.16632 -0.44687 -0.11361 -0.33 -0.53 1.79
F -1.21219 -1.46502 0.82915 0.28 0.82 -1.76
S 1.20833 0.81101 0.33806 0.44 1.49 -0.90
S 2.83707 1.31099 -0.71022 -0.73 -0.27 0.31
Cl -2.26836 0.77501 0.36155 0.03 0.12 -0.11
Cl -1.10839 -0.82982 -1.75498 -0.04 -0.55 -0.06
H 1.70987 -0.15529 1.05005 0.35 -1.08 0.72
```
Forces are in eV/Å.

Results
Calculated total energy (a.u.): -1855.22726
Energy above the lowest of the compared OMol25 structures with the same formula, charge and spin (eV): 2.075
Net charge: 0
Gap between HOMO and LUMO (spin up / spin down) (eV): 6.926 / 8.120
Lowest unoccupied orbital energy (spin up / spin down) (eV): -1.9 / -1.0

4.
Computed, not measured: a 16-piece molecular cluster, C3H39N2O16 overall in a non-equilibrium geometry, with ωB97M-V with the def2-TZVPD basis set.

Structure (XYZ):
```
60
Properties=species:S:1:pos:R:3:forces:R:3
N -1.18211 1.17112 -0.61935 -1.08 -0.88 -1.47
C -0.31572 -0.04234 -0.88720 0.17 0.57 -2.47
C 0.26543 -0.53720 0.39658 -0.24 -1.18 0.92
N 0.79004 -1.75855 0.47060 -0.08 0.06 -0.99
C 0.86685 -2.67247 -0.67859 -1.37 -1.77 0.33
O 0.21805 0.18372 1.41509 0.18 0.10 -0.13
H -1.47115 1.62006 -1.56624 0.99 -1.03 1.55
H -0.63910 1.85463 -0.07113 -0.11 -0.03 0.06
H -2.11664 0.83701 -0.16305 1.20 0.58 0.04
H -0.91715 -0.80915 -1.50809 1.17 1.20 1.33
H 0.58865 0.25251 -1.57033 -1.82 -0.41 1.34
H 1.21173 -2.04459 1.36041 -0.32 0.05 -0.38
H 1.44696 -3.59588 -0.40927 -0.37 1.16 -0.15
H 1.28323 -2.21179 -1.55211 0.52 0.34 -0.32
H -0.17064 -3.04770 -0.98470 1.28 0.62 0.61
H -1.41656 -1.70546 3.04276 1.35 0.54 0.47
H -0.27378 -0.63841 2.88166 -0.51 -0.73 0.50
O -0.56690 -1.37599 3.47485 -0.59 0.17 -0.65
H -3.08538 -3.25602 -0.99417 -0.16 -0.59 0.04
H -2.73444 -1.79977 -1.11279 0.07 -0.11 0.33
O -2.48615 -2.61738 -0.61126 -0.01 0.59 -0.45
H -2.55581 -2.18833 1.06525 -0.11 -1.24 -1.75
H -3.40180 -2.29402 2.38388 -1.38 -1.10 0.45
O -2.72130 -1.85052 1.92908 1.10 1.84 1.42
H -0.95042 0.77094 -3.61000 1.04 -0.63 -0.38
H -1.51500 2.18484 -3.53907 -0.27 -0.99 0.12
O -1.76245 1.23463 -3.42343 -1.03 1.68 -0.09
H 0.98590 -2.05275 3.38774 -0.29 -0.17 0.39
H 2.09363 -3.16966 3.64211 -0.29 1.16 -0.56
O 1.91766 -2.30504 3.19597 0.35 -1.10 0.34
H 2.66428 1.20869 -1.75654 0.25 -0.17 0.68
H 3.16950 1.85098 -3.05444 -0.66 -0.31 0.08
O 2.38934 1.40879 -2.66262 1.08 0.38 -0.79
H 2.16511 1.91544 3.28313 0.05 0.20 1.13
H 1.67150 0.93391 2.20576 0.37 0.72 0.11
O 2.24039 1.72530 2.36296 -0.16 -0.67 -0.55
H -1.49339 2.49428 3.02521 0.16 -0.54 -1.00
H -0.84064 1.45203 2.03999 1.33 -1.20 0.02
O -1.50811 2.10488 2.12144 -1.64 2.21 1.36
H 0.35725 3.22219 -1.48001 -0.05 -0.20 -0.82
H 0.93028 2.33235 -2.57910 0.44 0.05 -0.17
O 0.15092 2.85281 -2.37164 -0.48 0.93 0.69
H 1.31248 0.37317 -3.49725 0.24 0.01 -0.24
H 0.73532 -0.31492 -4.74658 0.37 -0.38 -1.58
O 0.54980 -0.11198 -3.85479 -0.54 0.04 1.41
H 2.96725 -1.50675 2.01641 -1.31 -0.84 2.01
H 4.37463 -1.16981 1.65191 0.47 0.04 0.05
O 3.49060 -1.23469 1.29728 1.24 0.79 -2.03
H -2.87650 0.17079 -2.44899 1.15 1.64 -3.04
H -4.03886 0.14387 -1.48301 1.09 -0.66 -0.02
O -3.16287 -0.26490 -1.69888 -2.76 -1.20 2.68
H 3.50723 1.58835 0.47429 -0.42 -0.31 -0.39
H 3.04303 0.14697 0.38718 0.13 -0.69 0.26
O 2.93927 1.00058 -0.06765 0.67 0.79 -0.11
H -3.07348 1.29913 1.62017 -0.59 -1.89 -1.84
H -3.21604 -0.27565 1.39352 -0.17 0.50 -0.19
O -3.37500 0.57862 0.92598 0.55 1.53 1.90
H 1.63200 2.05230 0.22030 -0.99 0.83 -0.08
H 1.00939 3.14412 1.10256 -0.12 -0.09 -0.19
O 0.89970 2.74268 0.22823 0.91 -0.21 0.21
```
Forces are in eV/Å.

Results
Calculated total energy (a.u.): -1450.94647
Energy above the lowest of the compared OMol25 structures with the same formula, charge and spin (eV): 0.000
Net charge: +1
Gap between HOMO and LUMO (eV): 11.035
Lowest unoccupied orbital energy (eV): -2.2

> What is the calculated total energy in the fourth record?

-1450.94647 a.u.